1.
Computed, not measured: a molecular structure, C38H41ClCsN4O4Sb in a non-equilibrium geometry, with the ωB97M-V functional and the def2-TZVPD basis.

Element x y z (Å)
Cs  0.53664  -0.86720  -1.47950
O  2.10961  -1.43190  0.30202
C  2.94064  -2.37673  0.48282
C  3.84668  -2.38589  1.57752
C  4.83232  -3.32748  1.70269
C  4.99960  -4.32667  0.74389
C  4.10668  -4.38917  -0.30713
C  3.05317  -3.48914  -0.42106
C  2.03707  -3.73628  -1.43579
N  0.77873  -3.80346  -1.25358
C  0.29125  -3.66357  0.08705
C  -1.14400  -4.17891  0.24541
N  -2.08002  -3.09951  0.07251
C  -2.41458  -2.36255  1.04874
C  -2.14890  -2.45493  2.48803
C  -2.48629  -3.59029  3.20980
C  -2.38099  -3.64572  4.59039
C  -1.92371  -2.52095  5.26838
C  -1.56553  -1.38754  4.58450
C  -1.64118  -1.29006  3.16716
O  -1.27925  -0.23391  2.56248
H  3.70733  -1.61797  2.32475
H  5.48563  -3.30535  2.56715
H  5.78680  -5.06590  0.84545
H  4.17817  -5.19277  -1.03660
H  2.38434  -3.97887  -2.44448
H  0.31818  -2.61403  0.39878
H  0.95301  -4.20814  0.77588
H  -1.21564  -4.65674  1.22781
H  -1.33662  -4.92281  -0.53296
H  -3.03336  -1.50749  0.76560
H  -2.89725  -4.44455  2.67711
H  -2.66361  -4.54691  5.12720
H  -1.85039  -2.54417  6.35279
H  -1.21886  -0.51088  5.11807
Cl  2.33672  3.15664  -7.88205
C  1.63501  2.11341  -6.67107
C  1.24253  0.82114  -7.04258
C  0.69690  -0.00543  -6.11031
C  0.53502  0.35788  -4.72255
O  0.07937  -0.45379  -3.89467
C  0.92845  1.71706  -4.40171
C  0.76595  2.23257  -3.07363
O  0.40468  1.64024  -2.07197
C  1.46354  2.55795  -5.38879
H  1.36790  0.49810  -8.06813
H  0.36853  -0.99851  -6.38504
H  1.00425  3.32235  -2.99739
H  1.74484  3.57116  -5.12339
N  -2.57135  1.13071  0.61339
C  -3.50439  1.84532  -0.01183
C  -4.23540  2.87852  0.56773
C  -5.15072  3.61216  -0.17985
C  -5.40820  3.33052  -1.50016
C  -4.74396  2.25435  -2.11952
C  -4.97483  1.82980  -3.44600
C  -4.27545  0.76814  -3.95504
C  -3.33587  0.11850  -3.14001
N  -3.11074  0.47697  -1.90668
C  -3.77991  1.51295  -1.38547
H  -2.34159  1.15363  1.59525
H  -2.09529  0.42022  0.07761
H  -4.08905  3.10978  1.61302
H  -5.67790  4.42727  0.29891
H  -6.12642  3.91271  -2.06287
H  -5.70544  2.35241  -4.05222
H  -4.44149  0.42361  -4.96448
H  -2.74766  -0.71134  -3.50312
C  2.94050  1.38251  3.95593
C  1.68592  0.70022  3.44315
Sb  1.04246  1.07880  1.37220
C  0.28121  3.15007  1.75994
C  0.64279  3.88984  3.03215
C  3.05005  1.67429  0.63569
C  3.37739  3.15099  0.58663
H  3.11466  1.14079  5.01135
H  2.86719  2.46558  3.87054
H  3.81719  1.05908  3.39616
H  0.82759  0.96260  4.05785
H  1.79924  -0.38034  3.49633
H  -0.80085  3.03181  1.72109
H  0.56034  3.74389  0.88945
H  0.42832  3.27782  3.90492
H  0.06389  4.81590  3.12409
H  1.69691  4.16256  3.05745
H  3.10755  1.25716  -0.36834
H  3.78608  1.14299  1.23708
H  2.67425  3.67159  -0.06035
H  4.38355  3.32547  0.19038
H  3.33007  3.59781  1.57803

HOMO level: -1.94 eV
DFT total energy: -2713.2032 Ha
net charge: -2
ΔE to the lowest compared entry with this formula, charge and spin: 56.02 kcal per mole
gap between HOMO and LUMO: 5.75 eV


2.
Computed, not measured: a molecular structure, C38H42BrIO2SSb2V, with the ωB97M-V functional and the def2-TZVPD basis.

Element x y z (Å)
V  -0.02167  1.12992  -0.13039
C  2.16822  -2.51771  -0.51863
C  2.62258  -3.48828  0.57476
C  1.75149  -3.53462  1.85357
Sb  0.92142  -1.73684  2.66120
C  0.47533  2.38723  1.34806
C  1.78701  2.83195  1.56817
C  2.05042  3.84336  2.48093
C  1.01103  4.42140  3.19624
C  -0.29459  3.99288  2.99505
C  -0.55970  2.98897  2.07644
C  2.21859  -1.13634  4.11234
C  2.03695  0.16540  4.61221
C  2.82308  0.61545  5.65647
C  3.77157  -0.23316  6.21885
C  3.94569  -1.52828  5.74441
C  3.17537  -1.98388  4.68935
Sb  2.36326  -0.52993  0.22204
C  4.31246  -0.70977  1.00717
C  4.69187  -0.15380  2.22258
C  5.98893  -0.33416  2.69010
C  6.90272  -1.06575  1.95046
C  6.53555  -1.59751  0.71943
C  5.24558  -1.42128  0.24699
C  2.92990  1.01594  -1.19484
C  2.03880  1.94030  -1.75181
C  2.45685  2.98480  -2.55608
C  3.81337  3.13444  -2.81781
C  4.71443  2.24904  -2.26039
C  4.28452  1.20572  -1.44355
H  1.12130  -2.67109  -0.78579
H  2.76337  -2.62877  -1.42560
H  3.65331  -3.28784  0.85698
H  2.60861  -4.49359  0.14918
H  2.31481  -4.01514  2.65345
H  0.85878  -4.13729  1.67207
H  2.62287  2.41259  1.01760
H  3.06614  4.18726  2.62625
H  1.21822  5.20946  3.90801
H  -1.10500  4.45080  3.54760
H  -1.59284  2.69376  1.91899
H  1.29432  0.82940  4.17787
H  2.69243  1.61571  6.04581
H  4.37612  0.11630  7.04547
H  4.67860  -2.17864  6.20146
H  3.31779  -2.99450  4.33071
H  4.00013  0.43980  2.80691
H  6.28285  0.10499  3.63403
H  7.90511  -1.21951  2.32594
H  7.25613  -2.14438  0.12654
H  4.98386  -1.84237  -0.71853
H  0.94809  1.90805  -1.63659
H  1.73383  3.67056  -2.97720
H  4.16038  3.94806  -3.43994
H  5.77311  2.36553  -2.44996
H  5.02757  0.55583  -1.00852
C  -2.64625  -1.81844  0.61079
C  -2.21763  -0.57672  1.29511
C  -2.85704  -0.13581  2.55457
O  -1.31766  0.11912  0.80062
H  -3.73223  -1.81183  0.49026
H  -2.41921  -2.67130  1.25781
H  -2.15083  -1.93670  -0.34842
H  -2.86805  -0.96329  3.26878
H  -3.90732  0.09102  2.34228
H  -2.36343  0.73223  2.98176
C  -1.78883  -1.02833  -3.44568
S  -0.05194  -0.88337  -3.11108
C  0.37612  0.37831  -4.28209
O  0.07066  -0.23929  -1.71273
H  -1.91382  -1.24082  -4.50777
H  -2.28919  -0.09523  -3.18963
H  -2.18684  -1.86273  -2.87227
H  0.18957  -0.01731  -5.28083
H  1.43653  0.59486  -4.17070
H  -0.22751  1.26887  -4.10166
Br  -0.09890  5.05457  -0.87647
C  -1.86402  5.11280  -0.24649
C  -2.27774  6.26275  0.41585
C  -3.57829  6.36967  0.88251
C  -4.48090  5.33205  0.70314
C  -4.08218  4.17381  0.05341
C  -2.77730  4.08011  -0.41306
I  -2.30452  2.31796  -1.42596
H  -1.57910  7.07697  0.54969
H  -3.88948  7.27731  1.38087
H  -5.49917  5.42202  1.05455
H  -4.78631  3.36828  -0.10101

HOMO level (alpha / beta): -15.86 / -15.88 eV
DFT total energy: -6317.0660 Ha
multiplicity: 3
net charge: +3
ΔE to the lowest compared entry with this formula, charge and spin: 6.69 kcal per mole
gap between HOMO and LUMO (alpha / beta): 6.05 / 6.22 eV


3.
Computed, not measured: a molecular structure, C38H42CaF5NPSi3, with the ωB97M-V functional and the def2-TZVPD basis.

Element x y z (Å)
Ca  0.02427  1.01384  -0.15565
C  0.17646  -0.77830  7.13620
C  -0.13714  0.39193  6.45669
C  -0.03049  0.44052  5.07606
C  0.40705  -0.67183  4.35378
C  0.71945  -1.83926  5.04491
C  0.60144  -1.89247  6.42860
P  0.56045  -0.46407  2.54221
C  0.75114  -2.20046  1.97466
C  -0.38354  -3.01330  1.94087
C  -0.30398  -4.32701  1.50672
C  0.91220  -4.84369  1.07818
C  2.04068  -4.03717  1.08214
C  1.96224  -2.72328  1.52738
C  2.20265  0.24328  2.26586
C  3.24561  0.22284  3.19397
C  4.47636  0.74208  2.83002
C  4.64269  1.25175  1.54470
C  3.58700  1.24998  0.64313
C  2.30446  0.76307  0.95851
H  0.08559  -0.82206  8.21451
H  -0.47279  1.26481  7.00263
H  -0.28450  1.35128  4.54402
H  1.05872  -2.71093  4.49811
H  0.84680  -2.80727  6.95422
H  -1.34081  -2.60848  2.25411
H  -1.19490  -4.94275  1.48512
H  0.97420  -5.86533  0.72437
H  2.98757  -4.42627  0.72843
H  2.84283  -2.09256  1.51574
H  3.09789  -0.19052  4.18676
H  5.29931  0.75112  3.53520
H  5.60510  1.66045  1.25352
H  3.77330  1.66167  -0.34754
C  -0.67589  3.23431  -2.96662
Si  -1.22832  1.46695  -3.34467
C  -1.36840  1.41062  -5.23269
C  -2.99542  1.41457  -2.66600
C  -0.16983  0.15289  -2.61389
Si  1.51406  -0.02794  -3.32839
C  1.54196  -0.93809  -4.99254
C  2.34018  1.64047  -3.66152
C  2.73535  -0.97457  -2.24326
Si  -1.05453  -1.41998  -2.44457
C  -2.07678  -1.99266  -3.93310
C  -0.00941  -2.91899  -1.98309
C  -2.29925  -1.34585  -0.98235
C  -3.44722  -2.13536  -0.90753
C  -4.27585  -2.05965  0.19851
C  -3.94189  -1.19283  1.22834
C  -2.78383  -0.44660  1.10140
N  -1.98679  -0.51677  0.03349
H  -1.40435  3.92185  -3.40838
H  0.30470  3.47298  -3.37823
H  -0.65014  3.45460  -1.89772
H  -2.06969  2.17062  -5.59024
H  -1.71010  0.43493  -5.58542
H  -0.39871  1.60743  -5.69842
H  -3.58803  2.19584  -3.15136
H  -3.01140  1.61375  -1.59026
H  -3.50163  0.46095  -2.83129
H  0.90930  -0.43876  -5.73019
H  1.17322  -1.96271  -4.88412
H  2.55874  -0.99322  -5.39346
H  1.84340  2.19539  -4.46054
H  3.37635  1.47181  -3.96898
H  2.35588  2.27657  -2.77200
H  2.55100  -2.04957  -2.25440
H  2.70932  -0.63776  -1.20376
H  3.75032  -0.81048  -2.61962
H  -1.42244  -2.06333  -4.80627
H  -2.88253  -1.29927  -4.18267
H  -2.51478  -2.98168  -3.76874
H  0.66642  -3.21337  -2.78972
H  -0.67407  -3.76301  -1.77613
H  0.59089  -2.74003  -1.08807
H  -3.68838  -2.80014  -1.72770
H  -5.17342  -2.66406  0.25823
H  -4.56046  -1.08936  2.10922
H  -2.47696  0.23930  1.88072
F  0.95477  3.81381  -0.02849
C  -0.17116  4.08181  0.71294
C  -1.10452  3.08628  0.86225
C  -2.18647  3.45267  1.62511
F  -3.19623  2.56541  1.86997
C  -2.34909  4.70126  2.20250
F  -3.42506  5.00851  2.95102
C  -1.37064  5.66008  2.00872
F  -1.50358  6.87833  2.55720
C  -0.25743  5.35404  1.24871
F  0.69150  6.28636  1.05994

HOMO level: -5.09 eV
DFT total energy: -3914.9438 Ha
net charge: -1
ΔE to the lowest compared entry with this formula, charge and spin: 0.00 kcal per mole
gap between HOMO and LUMO: 7.54 eV